(1)
{"formula": "C6H7N", "method": "ωB97M-V with the def2-TZVPD basis set", "lumo_ev": 0.55, "smiles": "C#CC#N.C=CC", "homo_ev": -9.135, "energy_ha": -287.42060, "orbital_gap_ha": 0.3558, "elements": ["C", "C", "C", "N", "H", "C", "C", "C", "H", "H", "H", "H", "H", "H"], "positions_angstrom": [[-1.497, -1.879, -0.683], [-1.669, -0.769, -0.269], [-2.105, 0.324, 0.414], [-2.183, 1.301, 1.009], [-1.361, -2.809, -1.304], [0.840, -0.432, 1.232], [1.136, -0.112, -0.063], [0.923, 1.263, -0.574], [1.012, -1.413, 1.844], [0.624, 0.501, 1.647], [1.572, -0.743, -0.798], [0.322, 1.098, -1.504], [1.883, 1.655, -1.018], [0.503, 2.015, 0.067]], "nbo_charge": [-0.084, -0.152, 0.218, -0.248, 0.260, -0.446, -0.154, -0.660, 0.221, 0.196, 0.188, 0.214, 0.220, 0.227]}

(2)
{"formula": "C6H7N", "method": "ωB97M-V with the def2-TZVPD basis set", "lumo_ev": 1.08, "smiles": "C=Cc1ccc[nH]1", "homo_ev": -8.148, "energy_ha": -287.53311, "orbital_gap_ha": 0.3390, "elements": ["C", "C", "C", "C", "C", "C", "N", "H", "H", "H", "H", "H", "H", "H"], "positions_angstrom": [[-1.387, 2.166, 0.496], [-0.817, 1.141, 1.123], [-0.177, 0.070, 0.319], [-0.515, -1.269, 0.192], [0.473, -1.867, -0.702], [1.456, -0.911, -0.980], [1.001, 0.285, -0.435], [-1.409, 2.233, -0.613], [-1.890, 2.989, 1.015], [-0.697, 1.106, 2.220], [-1.395, -1.727, 0.626], [0.259, -2.843, -0.949], [2.252, -0.797, -1.694], [1.678, 1.065, -0.244]], "nbo_charge": [-0.359, -0.227, 0.082, -0.288, -0.292, -0.080, -0.520, 0.201, 0.199, 0.216, 0.223, 0.218, 0.213, 0.414]}

(3)
{"formula": "C6H7N", "method": "ωB97M-V with the def2-TZVPD basis set", "lumo_ev": -0.64, "homo_ev": -8.067, "energy_ha": -287.40872, "orbital_gap_ha": 0.2731, "elements": ["C", "C", "C", "C", "C", "C", "N", "H", "H", "H", "H", "H", "H", "H"], "positions_angstrom": [[0.734, 0.242, -1.277], [1.403, -0.984, -1.063], [1.194, -1.199, 0.511], [-0.132, -0.498, 0.831], [-0.321, 0.357, -0.377], [-1.439, 1.241, -0.589], [2.028, -1.696, 1.296], [0.927, 0.707, -2.245], [-0.941, -1.147, 0.905], [-0.113, 0.050, 1.690], [-2.411, 0.920, -0.246], [-1.456, 1.453, -1.643], [-1.367, 2.280, -0.068], [1.892, -1.725, 2.276]], "nbo_charge": [-0.398, 0.043, 0.219, -0.552, 0.214, -0.683, -0.603, 0.230, 0.236, 0.225, 0.233, 0.237, 0.254, 0.346]}

(4)
{"formula": "C6H7N", "method": "ωB97M-V with the def2-TZVPD basis set", "lumo_ev": -0.51, "smiles": "CC1(C)C=C1C#N", "homo_ev": -9.242, "energy_ha": -287.41936, "orbital_gap_ha": 0.3209, "elements": ["C", "C", "C", "C", "C", "C", "N", "H", "H", "H", "H", "H", "H", "H"], "positions_angstrom": [[0.369, -1.090, -0.602], [-0.547, -0.162, 0.208], [-0.351, 1.354, 0.033], [-1.119, -0.560, 1.501], [-1.985, -0.539, 0.292], [-3.189, -0.094, -0.213], [-4.076, 0.572, -0.493], [0.641, -0.579, -1.534], [-0.077, -2.155, -0.888], [1.372, -1.282, -0.108], [-0.962, 1.739, -0.864], [0.676, 1.579, -0.242], [-0.780, 1.779, 0.916], [-1.119, -0.917, 2.547]], "nbo_charge": [-0.627, -0.065, -0.629, -0.085, -0.115, 0.223, -0.276, 0.215, 0.223, 0.218, 0.222, 0.219, 0.220, 0.255]}